1.
48
Properties=species:S:1:pos:R:3:forces:R:3:mulliken_charge:R:1 method="wB97M-V/def2-TZVPD" energy_ha=-1446.8386 relative_energy_kcal_mol=65.5 charge=0 lumo_energy_ev=0.066
S 1.262 1.487 3.563 -0.07 -0.06 0.03 -0.146
O -2.064 -4.644 -1.561 0.14 -0.01 0.09 -0.624
N 1.572 2.047 1.105 -0.03 -0.03 0.04 0.527
N -3.392 -3.174 -0.410 -0.08 -0.09 -0.11 -0.110
N 4.622 2.965 4.488 -0.03 -0.07 0.02 -0.401
N -0.510 0.950 1.633 -0.02 0.04 0.03 -0.386
N 2.707 2.489 1.673 0.15 0.03 0.03 -1.064
C 3.774 2.645 3.784 0.11 0.16 -0.04 0.347
C -7.511 -8.117 1.763 -0.01 0.01 0.05 -0.677
C -1.297 -0.428 -1.852 0.10 -0.05 -0.02 -1.140
C -6.554 -6.990 1.391 -0.01 0.05 0.00 -0.915
C 2.690 2.269 2.936 -0.07 -0.03 -0.07 0.353
C -8.378 -8.527 0.577 -0.04 -0.04 0.01 -0.624
C -2.037 -1.751 -2.038 -0.16 0.11 -0.09 -0.766
C -2.744 -1.901 -0.692 0.14 -0.08 0.17 -0.017
C -6.568 -7.771 -1.006 -0.01 0.04 -0.02 -0.894
C 0.611 1.443 1.913 -0.04 -0.03 -0.03 0.464
C -5.686 -7.383 0.189 0.01 -0.09 0.01 0.803
C -7.524 -8.898 -0.631 -0.01 -0.02 -0.04 -0.649
C -0.816 -0.433 -0.381 0.03 -0.03 -0.02 0.808
C -1.651 -1.524 0.320 -0.05 -0.01 -0.02 -1.100
C -3.976 -5.454 -0.473 0.07 0.12 0.05 -0.092
C -3.031 -4.404 -0.866 -0.18 0.04 -0.10 0.521
C -4.748 -6.322 -0.171 0.00 -0.04 0.04 -0.718
C -0.980 0.941 0.259 -0.01 0.03 0.00 -1.255
H -3.545 -1.156 -0.650 0.04 0.03 0.00 0.224
H -1.050 -2.412 0.522 0.01 0.00 -0.02 0.278
H -8.139 -7.807 2.600 0.01 -0.01 0.01 0.328
H -6.933 -8.982 2.107 0.00 0.00 -0.01 0.334
H -0.472 -0.314 -2.555 -0.01 0.02 0.00 0.371
H -9.041 -7.697 0.310 0.02 0.00 0.00 0.313
H -5.940 -8.058 -1.852 0.01 0.00 0.01 0.386
H -1.346 -2.576 -2.190 0.03 0.02 0.02 0.365
H -7.137 -6.888 -1.315 0.00 -0.01 -0.01 0.327
H -8.162 -9.139 -1.484 0.02 -0.01 0.00 0.312
H -4.213 -3.153 0.170 -0.02 0.00 -0.02 0.286
H 0.243 -0.698 -0.338 0.00 0.00 0.00 0.347
H -5.095 -8.264 0.471 0.01 0.02 -0.01 0.326
H -0.495 1.695 -0.378 -0.01 0.02 0.03 0.310
H -7.124 -6.093 1.124 0.00 0.00 0.01 0.314
H -6.947 -9.801 -0.405 0.00 0.01 0.01 0.340
H -2.044 1.198 0.275 0.01 -0.01 -0.01 0.363
H -2.058 -1.180 1.272 0.01 -0.01 0.01 0.393
H -5.918 -6.725 2.237 0.00 0.00 0.00 0.404
H -2.735 -1.736 -2.877 0.01 -0.03 -0.01 0.432
H -9.020 -9.366 0.854 -0.01 0.02 -0.01 0.316
H -1.977 0.415 -2.016 -0.03 -0.02 0.02 0.415
H 1.499 2.132 0.107 -0.01 -0.01 0.00 0.271

***

2.
98
Properties=species:S:1:pos:R:3:forces:R:3:mulliken_charge:R:1 method="wB97M-V/def2-TZVPD" energy_ha=-2108.8820 charge=+2 lumo_energy_ev=-5.424
O 23.651 27.997 26.692 0.11 -2.15 -0.42 -0.591
O 34.375 24.602 18.579 -0.31 4.39 -3.23 -0.590
O 26.503 22.781 26.936 -0.30 -1.07 -0.74 -0.588
O 29.683 21.969 24.613 1.28 0.49 0.24 -0.529
O 29.270 23.527 27.465 -4.16 -0.32 0.33 -0.635
O 21.479 27.618 22.787 -1.44 -5.92 4.07 -0.605
O 34.920 28.844 20.874 -1.36 2.39 -0.24 -0.660
O 28.402 26.463 26.317 -1.21 -2.64 4.61 -0.462
O 33.633 27.374 18.776 -1.20 -1.24 0.05 -0.613
O 29.571 22.832 20.430 1.53 0.40 0.05 -0.588
O 24.212 22.710 24.541 3.64 0.93 6.40 -0.546
O 32.576 25.033 22.909 0.48 0.47 1.05 0.367
O 29.052 28.333 24.372 3.19 -2.68 0.55 -0.374
O 30.150 28.013 21.682 0.53 -2.16 0.71 -0.561
O 26.030 26.114 23.364 1.06 -0.61 -0.64 -0.487
O 33.532 27.652 25.319 -3.13 2.14 0.76 -0.125
O 26.975 21.364 24.166 3.57 -3.02 1.53 -0.603
O 29.139 32.622 28.238 2.39 0.32 1.24 -0.352
O 33.856 22.793 23.967 4.11 -8.50 2.36 -0.655
O 29.185 27.280 19.175 -1.48 -1.99 5.58 -0.615
N 31.117 29.667 27.533 -2.86 -1.59 0.58 0.196
N 29.210 24.662 24.221 1.30 -1.65 1.56 1.094
C 31.201 24.754 22.825 -0.50 0.02 -3.76 0.269
C 24.703 25.999 23.864 1.71 -6.02 -1.48 -1.587
C 30.105 30.712 27.322 0.37 2.25 -5.06 -0.263
C 33.167 28.266 26.628 -2.05 -4.77 -0.74 -0.950
C 30.016 31.523 28.543 -2.40 0.37 0.59 -0.658
C 33.331 25.265 21.727 -3.90 -5.37 -1.40 -1.061
C 29.972 33.778 27.815 -1.38 -0.79 -0.27 -0.810
C 31.689 28.948 26.444 4.91 -0.27 -3.88 0.015
C 30.604 25.080 24.134 2.20 0.36 4.10 -0.054
C 26.814 25.084 23.844 0.10 -2.53 1.63 -0.288
C 34.514 26.681 25.249 5.43 13.07 -3.97 -1.330
C 28.261 25.089 23.231 -2.84 2.33 -0.86 -0.051
H 30.673 26.128 24.519 0.22 -0.55 -1.03 -0.722
H 34.643 29.767 20.453 0.68 -2.93 1.73 0.364
H 30.008 33.656 26.756 0.94 0.18 -0.81 0.343
H 26.425 24.103 23.437 -0.26 0.74 1.03 0.224
H 21.368 27.649 23.804 0.03 -0.75 -2.33 0.324
H 33.877 28.834 27.076 2.40 2.67 0.43 0.663
H 34.311 25.331 21.902 3.73 0.53 1.34 0.580
H 29.600 30.892 29.375 0.13 0.73 -0.48 0.345
H 28.765 24.999 25.095 0.74 -0.40 0.24 -0.173
H 28.387 28.941 24.335 -2.80 2.52 -0.81 0.215
H 26.786 25.034 25.105 0.30 -0.01 -3.32 0.112
H 21.662 28.461 22.682 1.44 6.66 -1.69 0.271
H 30.888 34.035 28.333 0.51 -1.15 0.18 0.308
H 26.430 21.930 24.605 -2.70 2.69 1.87 0.182
H 30.995 31.804 28.803 1.33 0.96 0.80 0.500
H 31.108 23.638 22.528 -0.39 1.67 0.45 0.057
H 29.367 28.052 23.490 -0.41 0.32 0.26 0.115
H 28.288 24.518 22.348 0.14 -1.28 -0.83 0.564
H 24.698 26.632 24.543 -0.11 5.75 7.14 0.734
H 35.471 27.243 25.626 -1.15 -1.42 0.12 0.351
H 28.262 26.119 22.767 1.30 -0.50 1.19 0.012
H 29.763 27.625 18.599 3.14 1.98 -3.93 0.293
H 29.057 30.325 27.134 1.56 0.20 -0.65 0.167
H 34.475 25.870 25.604 -1.77 -11.33 5.70 0.772
H 28.964 22.405 21.008 -0.98 -0.47 0.26 0.261
H 29.769 22.973 26.954 2.03 -2.54 -2.11 0.270
H 27.467 22.775 27.078 -0.50 -0.15 0.08 0.332
H 29.765 27.285 20.022 -1.80 -0.10 -1.95 0.329
H 24.412 25.041 24.407 0.41 0.79 -1.70 0.282
H 23.776 28.844 26.327 0.06 1.70 -0.17 0.304
H 29.112 23.321 19.755 -0.57 0.10 -0.30 0.323
H 30.598 25.414 21.963 1.76 -1.64 1.90 -0.057
H 33.846 26.543 19.245 0.13 0.49 -0.77 0.343
H 24.069 26.458 23.247 -2.80 0.56 -3.38 0.727
H 31.140 28.110 26.128 -1.48 -0.60 -0.23 -0.424
H 33.536 24.247 18.549 -2.94 -1.17 -0.45 0.309
H 33.257 24.260 21.011 -0.17 2.71 1.45 0.201
H 27.717 26.776 26.978 0.88 -1.60 -0.39 0.361
H 34.271 27.994 19.080 0.89 0.68 0.52 0.320
H 34.816 24.107 19.153 3.28 -3.38 3.71 0.287
H 29.838 24.150 27.783 2.24 2.72 1.59 0.271
H 33.246 27.357 27.331 -1.18 1.16 -0.56 0.372
H 23.472 22.431 24.174 -5.38 -1.98 -4.02 0.239
H 29.506 23.592 24.331 -2.30 0.89 -0.46 0.119
H 32.934 26.111 21.316 -0.78 2.12 -1.90 0.160
H 30.485 29.010 28.018 1.44 -0.19 0.91 0.499
H 26.221 21.877 26.634 0.71 1.23 0.77 0.302
H 29.685 28.823 21.699 -0.24 1.74 -0.44 0.277
H 31.885 29.612 25.499 -0.76 -0.87 1.89 0.177
H 33.502 23.539 23.752 -2.72 7.30 -2.84 0.285
H 31.746 30.180 28.091 1.65 -0.19 1.36 0.411
H 29.445 34.675 27.966 -1.45 0.87 0.30 0.321
H 23.855 22.500 25.505 1.81 0.97 -2.30 0.326
H 28.342 27.201 25.829 0.51 4.19 -4.10 0.136
H 34.640 22.465 23.459 -1.40 1.12 0.53 0.309
H 34.905 26.578 24.252 -0.84 0.01 -0.98 0.202
H 30.466 21.394 24.562 -0.46 0.18 -0.07 0.282
H 26.853 21.492 23.280 -0.82 0.37 -3.58 0.311
H 30.696 31.386 26.351 -2.59 -1.75 2.76 0.268
H 23.510 28.027 27.629 -0.16 0.47 0.57 0.291
H 28.884 21.465 24.444 -0.80 -0.41 -0.05 0.289
H 31.107 28.106 21.729 -0.12 0.61 -0.05 0.236
H 31.243 24.464 25.027 -1.80 1.41 -2.38 0.149
H 34.310 28.636 21.634 0.84 0.77 -1.34 0.287

***

3.
47
Properties=species:S:1:pos:R:3:forces:R:3:mulliken_charge:R:1 method="wB97M-V/def2-TZVPD" energy_ha=-2285.4183 relative_energy_kcal_mol=0.0 charge=+1 lumo_energy_ev=-3.223
Rh 1.784 0.617 -0.078 0.16 0.11 0.43 0.225
Cl 3.302 1.991 -2.475 -0.03 0.01 0.10 -0.163
P 0.212 -2.155 0.368 0.13 0.10 0.04 0.863
P 1.826 -0.643 2.591 -0.16 0.11 0.01 0.865
O -1.271 -2.065 0.488 0.10 -0.27 0.01 -1.050
O 3.094 -0.774 1.573 -0.04 -0.05 -0.01 -0.471
O 0.633 -3.576 -0.211 -0.01 -0.01 0.01 -0.581
O 0.928 -1.133 -0.511 0.01 -0.32 0.02 -0.658
O 0.998 0.504 2.053 0.06 -0.08 -0.09 -0.618
O 2.177 -0.771 4.011 0.08 -0.05 -0.03 -0.801
N -2.555 0.480 -1.526 0.00 0.03 0.00 0.036
N -0.444 -1.934 2.960 0.01 -0.08 0.01 -0.186
C 0.825 -2.134 2.131 -0.03 -0.01 -0.04 0.586
C -3.142 -0.804 -2.004 0.02 0.01 -0.01 -0.733
C -1.157 0.667 -2.086 -0.02 -0.01 0.01 -0.768
C -2.598 0.558 -0.036 0.00 0.12 0.02 -0.709
C 1.003 3.114 -0.164 -0.09 0.07 -0.04 -0.346
C 0.521 1.928 -0.700 0.02 -0.01 -0.20 0.991
C 2.816 0.440 -1.758 0.00 -0.01 -0.03 -0.629
C 0.463 4.332 -0.546 0.04 -0.02 0.07 -0.755
C -0.549 1.938 -1.583 0.03 0.02 0.00 0.391
C -1.086 3.170 -1.964 0.02 0.04 -0.04 -0.466
C 1.482 -3.439 2.561 -0.01 0.00 0.00 -1.822
C -0.586 4.358 -1.457 -0.03 -0.02 -0.03 -0.825
H -4.175 -0.867 -1.670 0.01 -0.01 0.00 0.359
H -3.096 -0.833 -3.089 0.00 0.00 -0.01 0.336
H 3.734 -0.050 -1.417 -0.02 -0.06 -0.11 0.329
H -2.558 -1.613 -1.569 -0.04 0.02 0.01 0.274
H -2.018 -0.278 0.348 -0.10 0.11 -0.01 0.243
H -3.637 0.481 0.276 -0.01 0.00 -0.01 0.437
H 1.778 -3.372 3.609 0.00 0.00 0.00 0.547
H -1.271 0.653 -3.171 -0.01 0.04 0.00 0.510
H -1.007 5.302 -1.773 0.00 0.00 0.00 0.417
H -0.582 -0.199 -1.770 0.00 -0.01 -0.01 0.194
H 1.821 3.097 0.562 0.00 -0.01 0.00 0.542
H 2.328 -0.165 -2.518 -0.06 0.06 -0.02 0.310
H -0.406 -2.479 3.820 0.02 0.02 0.02 0.348
H -2.174 1.505 0.283 -0.03 0.04 -0.02 0.348
H 2.380 -3.610 1.969 0.00 0.01 0.00 0.400
H 0.826 -4.296 2.405 0.00 0.00 0.01 0.417
H -0.553 -0.945 3.206 -0.02 0.02 -0.05 0.347
H 1.400 -3.545 -0.795 0.00 0.00 -0.01 0.373
H 3.929 -0.962 2.022 0.01 0.06 0.00 0.327
H 0.855 5.253 -0.136 0.00 0.00 0.00 0.419
H -1.240 -2.204 2.353 0.00 0.04 0.06 0.322
H -1.891 3.207 -2.694 0.00 -0.01 0.01 0.431
H -3.118 1.252 -1.885 0.00 -0.02 -0.03 0.394

***

Repeat the third record exactly.
47
Properties=species:S:1:pos:R:3:forces:R:3:mulliken_charge:R:1 method="wB97M-V/def2-TZVPD" energy_ha=-2285.4183 relative_energy_kcal_mol=0.0 charge=+1 lumo_energy_ev=-3.223
Rh 1.784 0.617 -0.078 0.16 0.11 0.43 0.225
Cl 3.302 1.991 -2.475 -0.03 0.01 0.10 -0.163
P 0.212 -2.155 0.368 0.13 0.10 0.04 0.863
P 1.826 -0.643 2.591 -0.16 0.11 0.01 0.865
O -1.271 -2.065 0.488 0.10 -0.27 0.01 -1.050
O 3.094 -0.774 1.573 -0.04 -0.05 -0.01 -0.471
O 0.633 -3.576 -0.211 -0.01 -0.01 0.01 -0.581
O 0.928 -1.133 -0.511 0.01 -0.32 0.02 -0.658
O 0.998 0.504 2.053 0.06 -0.08 -0.09 -0.618
O 2.177 -0.771 4.011 0.08 -0.05 -0.03 -0.801
N -2.555 0.480 -1.526 0.00 0.03 0.00 0.036
N -0.444 -1.934 2.960 0.01 -0.08 0.01 -0.186
C 0.825 -2.134 2.131 -0.03 -0.01 -0.04 0.586
C -3.142 -0.804 -2.004 0.02 0.01 -0.01 -0.733
C -1.157 0.667 -2.086 -0.02 -0.01 0.01 -0.768
C -2.598 0.558 -0.036 0.00 0.12 0.02 -0.709
C 1.003 3.114 -0.164 -0.09 0.07 -0.04 -0.346
C 0.521 1.928 -0.700 0.02 -0.01 -0.20 0.991
C 2.816 0.440 -1.758 0.00 -0.01 -0.03 -0.629
C 0.463 4.332 -0.546 0.04 -0.02 0.07 -0.755
C -0.549 1.938 -1.583 0.03 0.02 0.00 0.391
C -1.086 3.170 -1.964 0.02 0.04 -0.04 -0.466
C 1.482 -3.439 2.561 -0.01 0.00 0.00 -1.822
C -0.586 4.358 -1.457 -0.03 -0.02 -0.03 -0.825
H -4.175 -0.867 -1.670 0.01 -0.01 0.00 0.359
H -3.096 -0.833 -3.089 0.00 0.00 -0.01 0.336
H 3.734 -0.050 -1.417 -0.02 -0.06 -0.11 0.329
H -2.558 -1.613 -1.569 -0.04 0.02 0.01 0.274
H -2.018 -0.278 0.348 -0.10 0.11 -0.01 0.243
H -3.637 0.481 0.276 -0.01 0.00 -0.01 0.437
H 1.778 -3.372 3.609 0.00 0.00 0.00 0.547
H -1.271 0.653 -3.171 -0.01 0.04 0.00 0.510
H -1.007 5.302 -1.773 0.00 0.00 0.00 0.417
H -0.582 -0.199 -1.770 0.00 -0.01 -0.01 0.194
H 1.821 3.097 0.562 0.00 -0.01 0.00 0.542
H 2.328 -0.165 -2.518 -0.06 0.06 -0.02 0.310
H -0.406 -2.479 3.820 0.02 0.02 0.02 0.348
H -2.174 1.505 0.283 -0.03 0.04 -0.02 0.348
H 2.380 -3.610 1.969 0.00 0.01 0.00 0.400
H 0.826 -4.296 2.405 0.00 0.00 0.01 0.417
H -0.553 -0.945 3.206 -0.02 0.02 -0.05 0.347
H 1.400 -3.545 -0.795 0.00 0.00 -0.01 0.373
H 3.929 -0.962 2.022 0.01 0.06 0.00 0.327
H 0.855 5.253 -0.136 0.00 0.00 0.00 0.419
H -1.240 -2.204 2.353 0.00 0.04 0.06 0.322
H -1.891 3.207 -2.694 0.00 -0.01 0.01 0.431
H -3.118 1.252 -1.885 0.00 -0.02 -0.03 0.394